Entry from the Open Molecules 2025 dataset: a 8-piece molecular cluster, C37H50O9 overall in a non-equilibrium geometry (ωB97M-V with the def2-TZVPD basis set).

Positions of all 96 atoms, in Å:
C (0.17, -0.46, -2.26)
C (-0.84, -1.18, -1.55)
C (-1.97, -1.58, -0.39)
C (-3.59, -1.54, -0.63)
C (-4.62, -1.91, 0.63)
C (-4.09, -2.34, 2.14)
C (-2.47, -2.39, 2.36)
C (-1.43, -2.02, 1.10)
C (0.21, -2.10, 1.41)
O (1.09, -2.67, 0.56)
C (0.65, -1.46, 2.89)
C (2.00, -0.54, 3.01)
C (2.35, 0.11, 4.48)
C (1.32, -0.21, 5.74)
C (-0.03, -1.17, 5.60)
C (-0.38, -1.82, 4.14)
C (-1.72, -2.76, 3.81)
O (-2.14, -3.75, 4.63)
H (1.09, 0.23, -2.59)
H (-3.99, -1.21, -1.70)
H (-5.77, -1.85, 0.41)
H (-4.84, -2.59, 3.03)
H (2.65, -0.35, 2.04)
H (3.31, 0.79, 4.54)
H (1.59, 0.30, 6.77)
H (-0.73, -1.35, 6.55)
C (5.64, -2.81, 1.99)
C (5.14, -1.80, 0.99)
C (5.26, -2.15, -0.47)
O (4.66, -0.73, 1.35)
H (5.49, -2.43, 3.00)
H (5.08, -3.75, 1.88)
H (6.71, -2.99, 1.83)
H (4.69, -3.05, -0.69)
H (6.31, -2.29, -0.73)
H (4.86, -1.33, -1.07)
C (-6.38, 2.80, -0.03)
C (-6.94, 1.45, 0.33)
C (-8.28, 1.43, 1.03)
O (-6.34, 0.41, 0.07)
H (-5.41, 2.66, -0.53)
H (-7.06, 3.31, -0.72)
H (-6.22, 3.39, 0.87)
H (-9.04, 1.88, 0.39)
H (-8.21, 1.96, 1.98)
H (-8.56, 0.39, 1.23)
C (5.39, -7.45, 0.15)
C (4.50, -6.27, 0.41)
C (3.03, -6.44, 0.13)
O (4.94, -5.21, 0.84)
H (6.43, -7.18, 0.40)
H (5.09, -8.30, 0.77)
H (5.35, -7.72, -0.91)
H (2.62, -7.24, 0.75)
H (2.88, -6.67, -0.93)
H (2.50, -5.51, 0.36)
C (-3.30, 6.89, -0.40)
C (-4.32, 5.88, -0.86)
C (-4.94, 6.08, -2.22)
O (-4.63, 4.92, -0.15)
H (-2.94, 6.62, 0.59)
H (-2.45, 6.90, -1.09)
H (-3.76, 7.88, -0.35)
H (-4.16, 6.05, -2.98)
H (-5.47, 7.03, -2.25)
H (-5.65, 5.27, -2.41)
C (3.11, 2.10, 0.46)
C (3.54, 3.43, 1.03)
C (4.98, 3.83, 0.82)
O (2.76, 4.15, 1.63)
H (2.05, 1.94, 0.68)
H (3.25, 2.10, -0.63)
H (3.69, 1.29, 0.91)
H (5.20, 3.91, -0.24)
H (5.64, 3.10, 1.30)
H (5.15, 4.81, 1.29)
C (8.03, -4.91, -0.33)
C (8.08, -4.96, -1.83)
C (9.43, -5.10, -2.48)
O (7.05, -4.89, -2.51)
H (6.99, -4.81, 0.00)
H (8.44, -5.84, 0.08)
H (8.60, -4.05, 0.03)
H (9.90, -6.03, -2.17)
H (10.06, -4.25, -2.22)
H (9.31, -5.12, -3.57)
C (-9.21, 5.43, -4.48)
C (-8.16, 6.48, -4.72)
C (-8.13, 7.13, -6.07)
O (-7.35, 6.78, -3.84)
H (-9.10, 5.04, -3.46)
H (-10.20, 5.86, -4.59)
H (-9.07, 4.60, -5.18)
H (-9.08, 7.65, -6.25)
H (-7.95, 6.38, -6.85)
H (-7.32, 7.87, -6.10)

Computed properties:
**E_LUMO**: -1.132 eV
**HOMO**: -8.31 eV
**SMILES**: C#Cc1cccc2c1C(=O)c1ccccc1C2=O.CC(C)=O.CC(C)=O.CC(C)=O.CC(C)=O.CC(C)=O.CC(C)=O.CC(C)=O
**Net charge**: 0
**HOMO-LUMO gap**: 0.2639 hartree

Löwdin population analysis, charges in e, atoms 1 to 2: 0.051, -0.058